[1]
ORCA calculation (ωB97M-V with the def2-TZVPD basis set) on the molecule C8H17NO4S at a distorted geometry.

Positions of all 31 atoms, in Å:
C1 -4.04 0.81 -2.32
C2 -2.74 0.48 -2.53
C3 -2.13 -0.81 -1.89
O1 -0.99 -0.44 -1.10
S1 -0.77 -1.15 0.30
O2 -2.05 -1.19 1.05
O3 -0.04 -2.35 0.13
C4 0.37 0.03 1.31
N1 -0.23 1.52 1.03
O4 0.16 -0.38 2.56
C5 1.85 0.03 0.74
C6 2.51 1.33 1.24
C7 1.86 -0.06 -0.74
C8 2.55 -1.13 1.46
H1 -4.37 1.73 -2.62
H2 -4.64 0.17 -1.77
H3 -2.34 0.99 -3.33
H4 -1.70 -1.47 -2.62
H5 -2.94 -1.42 -1.34
H6 -1.17 1.79 1.46
H7 -0.21 1.51 0.02
H8 -0.76 -0.31 2.88
H9 2.46 1.38 2.37
H10 3.63 1.36 1.12
H11 2.05 2.16 0.77
H12 1.65 -1.05 -1.05
H13 2.79 0.23 -1.05
H14 1.10 0.56 -1.20
H15 3.49 -1.49 1.05
H16 2.74 -0.80 2.55
H17 1.89 -2.04 1.53

Calculated values
HOMO level = -9.37 eV
SMILES string = C=CCOS(=O)(=O)[C@@](N)(O)C(C)(C)C
Energy relative to the best compared isomer or geometry (same formula, charge and spin) = 170.3 kJ/mol

[2]
ORCA calculation (ωB97M-V with the def2-TZVPD basis set) on a cluster of 13 separate species, C39H106N2O13 in total at a distorted geometry.

Positions of all 160 atoms, in Å:
C1 -4.96 6.75 -0.64
C2 -5.27 5.28 -0.36
C3 -3.97 4.49 -0.04
O1 -3.27 5.07 1.03
C4 -2.39 4.12 1.49
N1 -6.24 5.17 0.74
H1 -4.30 6.79 -1.51
H2 -4.44 7.20 0.17
H3 -5.88 7.29 -0.85
H4 -5.87 4.93 -1.20
H5 -3.33 4.48 -0.96
H6 -4.29 3.46 0.14
H7 -1.75 4.52 2.28
H8 -1.72 3.79 0.59
H9 -2.95 3.17 1.87
H10 -6.47 4.15 0.81
H11 -5.75 5.36 1.61
C5 2.86 0.50 4.72
C6 3.11 -0.98 5.15
C7 2.00 -1.57 6.00
O2 2.57 -2.69 6.59
C8 1.75 -3.35 7.50
N2 3.45 -1.71 3.92
H12 2.73 1.23 5.61
H13 1.83 0.59 4.28
H14 3.62 0.88 3.97
H15 4.07 -0.94 5.68
H16 1.17 -1.89 5.33
H17 1.62 -0.74 6.64
H18 2.25 -4.23 7.89
H19 0.83 -3.61 6.96
H20 1.54 -2.68 8.37
H21 3.55 -2.70 4.16
H22 2.61 -1.68 3.36
C9 0.60 -5.00 3.01
C10 0.82 -6.02 1.85
C11 1.48 -5.45 0.69
O3 1.41 -7.25 2.38
H23 1.61 -4.77 3.36
H24 -0.06 -5.39 3.73
H25 0.27 -4.01 2.62
H26 -0.20 -6.36 1.57
H27 2.50 -5.07 0.98
H28 1.03 -4.56 0.23
H29 1.69 -6.17 -0.10
H30 2.36 -7.16 2.64
C12 -3.05 -3.68 1.06
C13 -2.20 -4.20 -0.09
C14 -2.99 -4.93 -1.20
O4 -1.59 -2.93 -0.61
H31 -3.46 -4.49 1.72
H32 -3.79 -3.03 0.69
H33 -2.37 -3.12 1.72
H34 -1.31 -4.71 0.31
H35 -2.37 -4.82 -2.10
H36 -3.88 -4.39 -1.50
H37 -3.23 -5.96 -0.98
H38 -1.99 -2.71 -1.46
C15 -0.73 3.28 -3.78
C16 0.14 2.41 -4.70
C17 0.86 3.33 -5.73
O5 1.08 1.69 -3.92
H39 -0.18 4.10 -3.35
H40 -1.22 2.69 -3.04
H41 -1.46 3.81 -4.41
H42 -0.48 1.71 -5.29
H43 1.58 4.09 -5.31
H44 0.19 3.98 -6.35
H45 1.41 2.68 -6.39
H46 1.12 0.74 -4.12
C18 1.49 2.88 1.88
C19 1.90 3.46 0.56
C20 1.68 4.94 0.43
O6 3.27 3.09 0.36
H47 1.84 3.48 2.71
H48 1.89 1.88 2.02
H49 0.40 2.83 2.00
H50 1.27 2.94 -0.16
H51 0.69 5.27 0.64
H52 1.72 5.17 -0.65
H53 2.52 5.43 0.96
H54 3.47 3.14 -0.63
C21 -1.41 0.74 4.41
C22 -1.40 -0.81 4.54
C23 -2.89 -1.31 4.61
O7 -0.64 -1.39 3.49
H55 -0.46 1.24 4.49
H56 -1.99 1.13 5.22
H57 -1.90 1.02 3.47
H58 -0.94 -1.10 5.42
H59 -2.87 -2.22 3.98
H60 -3.61 -0.60 4.21
H61 -3.28 -1.46 5.64
H62 -1.00 -0.96 2.66
C24 4.49 -1.75 0.42
C25 4.10 -0.27 0.67
C26 5.24 0.50 1.29
O8 3.76 0.34 -0.58
H63 4.74 -2.20 1.39
H64 5.43 -1.79 -0.19
H65 3.72 -2.36 -0.09
H66 3.21 -0.23 1.32
H67 5.60 -0.01 2.20
H68 4.96 1.54 1.50
H69 6.01 0.59 0.56
H70 3.61 1.26 -0.36
C27 0.59 -0.42 0.51
C28 -0.75 0.31 0.36
C29 -1.02 0.74 -1.08
O9 -1.81 -0.51 0.94
H71 1.45 0.19 0.24
H72 0.54 -1.32 -0.09
H73 0.74 -0.75 1.56
H74 -0.69 1.26 0.88
H75 -0.90 -0.11 -1.77
H76 -0.38 1.57 -1.28
H77 -2.03 1.11 -1.18
H78 -1.84 -1.33 0.39
C30 1.38 -3.38 -4.37
C31 0.91 -2.07 -3.73
C32 1.89 -1.70 -2.62
O10 1.07 -0.97 -4.63
H79 1.15 -4.11 -3.62
H80 2.49 -3.22 -4.66
H81 0.93 -3.76 -5.22
H82 -0.16 -2.10 -3.36
H83 1.62 -0.71 -2.17
H84 2.93 -1.64 -2.97
H85 1.73 -2.46 -1.86
H86 0.58 -1.10 -5.47
C33 -3.70 -2.62 -4.76
C34 -2.88 -1.44 -4.16
C35 -3.35 -0.08 -4.61
O11 -2.83 -1.48 -2.79
H87 -3.75 -2.37 -5.84
H88 -4.70 -2.73 -4.35
H89 -3.16 -3.58 -4.68
H90 -1.83 -1.53 -4.53
H91 -2.67 0.71 -4.30
H92 -4.35 0.12 -4.27
H93 -3.37 -0.04 -5.68
H94 -3.69 -1.16 -2.46
C36 5.50 3.23 -2.69
C37 4.26 2.72 -3.40
C38 4.31 1.27 -3.87
O12 3.18 2.92 -2.49
H95 6.35 3.31 -3.35
H96 5.56 2.62 -1.76
H97 5.30 4.18 -2.20
H98 4.08 3.30 -4.31
H99 4.17 0.54 -3.05
H100 5.25 1.06 -4.40
H101 3.50 1.05 -4.56
H102 2.45 2.47 -2.88
C39 -5.08 0.49 0.28
O13 -5.10 -0.59 -0.67
H103 -5.52 1.32 -0.26
H104 -5.76 0.38 1.14
H105 -4.02 0.61 0.59
H106 -5.47 -1.39 -0.29

Calculated values
HOMO level = -9.15 eV
Energy relative to the best compared isomer or geometry (same formula, charge and spin) = 21.4 kJ/mol

[3]
ORCA calculation (ωB97M-V with the def2-TZVPD basis set) on a structure of composition C3H4FO3Tb at a distorted geometry.

Positions of all 12 atoms, in Å:
C1 -0.98 0.40 -1.09
C2 0.03 -0.47 -1.26
H1 -1.87 0.04 -0.58
H2 -0.79 1.48 -1.12
F1 1.19 -0.05 -1.83
H3 -0.10 -1.55 -1.38
Tb1 -2.04 -1.00 -5.07
O1 0.10 0.20 3.05
C3 1.16 0.00 2.19
O2 2.10 0.82 2.25
O3 0.96 -0.90 1.34
H4 0.25 1.03 3.51

Calculated values
HOMO level (alpha / beta) = -6.10 / -6.10 eV
2S+1 = 7

no.,molar mass (Da)
1,223.294
2,811.278
3,265.985